a) ORCA calculation (ωB97M-V/def2-TZVPD) on the ion C5H12NO with charge -2.

Results
LUMO level (spin up / spin down): 7.0 / 7.1 eV
2S+1: 2
E_HOMO (spin up / spin down): 4.20 / 0.07 eV
Molecular weight: 102.2 Da
Total charge: -2
<S²>: 0.75
Orbital gap (spin up / spin down): 0.102 / 0.258 hartree

Atoms and positions in Å:
C (-0.75, -1.79, 0.92)
O (-2.14, -2.03, 0.79)
C (-0.61, -0.33, 0.40)
C (0.56, 0.69, 0.35)
C (1.76, 0.00, -0.44)
C (0.06, 2.07, -0.35)
N (-1.41, -0.24, -0.88)
H (-0.19, -2.70, 0.22)
H (-0.23, -1.93, 1.92)
H (-1.26, 0.13, 1.27)
H (0.87, 0.94, 1.44)
H (2.12, -0.69, 0.39)
H (2.71, 0.68, -0.57)
H (1.64, -0.51, -1.38)
H (-0.05, 2.14, -1.49)
H (-0.90, 2.30, -0.10)
H (0.92, 2.78, -0.21)
H (-0.92, -0.79, -1.61)
H (-2.20, -0.72, -0.68)

Partial charges, Löwdin, in e: C -0.48; O -0.45; C -0.41; C -0.39; C -0.34; C -0.35; N 0.02; H 0.10; H 0.06; H 0.14; H 0.12; H 0.03; H -0.04; H -0.01; H 0.02; H -0.03; H -0.03; H 0.06; H -0.03

b) ORCA calculation (ωB97M-V/def2-TZVPD) on the ion C5H12NO with charge -2.

Results
LUMO level (spin up / spin down): 7.0 / 6.9 eV
2S+1: 2
E_HOMO (spin up / spin down): 4.03 / -0.19 eV
Molecular weight: 102.2 Da
Total charge: -2
<S²>: 0.75
Orbital gap (spin up / spin down): 0.108 / 0.261 hartree

Atoms and positions in Å:
C (-0.25, -0.18, 0.88)
N (0.97, -0.97, 0.57)
C (0.67, -2.17, -0.31)
O (-0.33, -2.95, 0.08)
C (-0.70, 0.64, -0.33)
C (0.22, 1.87, -0.59)
C (-0.52, 3.19, -0.31)
H (0.00, 0.46, 1.73)
H (-1.02, -0.93, 1.12)
H (1.27, -1.38, 1.45)
H (1.67, -2.68, -0.34)
H (0.56, -1.72, -1.33)
H (-0.71, -0.06, -1.17)
H (-1.69, 0.98, -0.22)
H (0.48, 1.92, -1.65)
H (1.07, 1.78, 0.08)
H (-0.86, 3.31, 0.73)
H (0.15, 4.04, -0.50)
H (-1.38, 3.36, -0.96)

Partial charges, Löwdin, in e: C -0.29; N -0.09; C -0.61; O -0.36; C -0.23; C -0.31; C -0.60; H 0.09; H 0.08; H 0.06; H 0.06; H 0.06; H 0.08; H 0.06; H 0.07; H 0.07; H -0.03; H -0.08; H -0.04

b) is preferred energetically. Next in line: 200.0 kJ/mol higher.